{"formula": "C5H20BCuF4N11O8", "method": "the ωB97M-V functional and the def2-TZVPD basis", "total_energy_ha": -3471.88215, "multiplicity": 2, "s2": 0.75, "lumo_energy_ha": [0.0167, -0.0621], "symbols": ["Cu", "N", "O", "O", "O", "B", "F", "F", "F", "F", "C", "O", "N", "N", "H", "H", "H", "H", "C", "O", "N", "N", "H", "H", "H", "H", "C", "O", "N", "N", "H", "H", "H", "H", "C", "O", "N", "N", "H", "H", "H", "H", "C", "O", "N", "N", "H", "H", "H", "H"], "xyz": [[-0.4362, -0.2152, -0.0590], [3.0291, 0.2882, -0.1073], [1.8645, -0.1483, -0.0268], [3.3939, 0.8979, -1.1348], [3.8038, 0.1434, 0.8391], [-3.1185, 0.2765, -1.0073], [-3.0413, 1.4429, -1.7897], [-2.6594, 0.5696, 0.2953], [-4.4299, -0.2083, -0.9546], [-2.2760, -0.7405, -1.4766], [1.0217, -2.5194, -2.1329], [0.2398, -1.8722, -1.4578], [2.0680, -1.8859, -2.7225], [0.9821, -3.8706, -2.2652], [2.1441, -0.9078, -2.4925], [2.6523, -2.2909, -3.4282], [0.1446, -4.3580, -2.0019], [1.6009, -4.3575, -2.8869], [-2.5488, -2.1369, 1.5220], [-1.4536, -1.9717, 1.0091], [-2.8705, -1.7765, 2.7937], [-3.4960, -2.9133, 0.9272], [-2.1536, -1.2498, 3.2567], [-3.8110, -1.9129, 3.1084], [-4.4313, -2.9227, 1.2969], [-3.4152, -3.0680, -0.0624], [0.6773, -0.2701, 3.1414], [-0.1157, -0.0695, 2.2303], [1.9831, -0.5673, 2.9487], [0.3250, -0.1274, 4.4535], [2.5511, -0.8604, 3.7224], [2.4065, -0.5960, 2.0292], [0.9975, -0.1997, 5.1917], [-0.5981, 0.2119, 4.6485], [0.5146, 2.8309, 0.7586], [-0.1325, 1.8921, 0.3206], [1.6980, 3.2260, 0.2113], [0.1421, 3.5241, 1.8549], [2.1843, 2.5624, -0.3686], [2.0902, 4.1123, 0.4646], [-0.6867, 3.2247, 2.3376], [0.8063, 4.0487, 2.3931], [0.1666, 1.5349, -2.8047], [-0.1559, 0.6231, -2.0537], [-0.7810, 2.1899, -3.5213], [1.4585, 1.8497, -3.0956], [-1.7150, 1.9598, -3.2026], [-0.5728, 2.8094, -4.2777], [1.7641, 2.3089, -3.9325], [2.1890, 1.4896, -2.4914]], "lowdin_spin": [0.9162, 0.0000, -0.0002, 0.0001, 0.0000, -0.0001, -0.0001, 0.0013, 0.0000, 0.0006, 0.0010, 0.0071, 0.0002, 0.0002, 0.0000, 0.0000, 0.0000, 0.0000, 0.0010, 0.0077, 0.0003, 0.0007, 0.0000, 0.0000, 0.0001, 0.0000, 0.0007, 0.0058, 0.0001, 0.0004, 0.0000, 0.0000, 0.0001, 0.0000, 0.0018, 0.0102, 0.0011, 0.0005, 0.0001, 0.0001, 0.0000, 0.0001, 0.0048, 0.0328, 0.0034, 0.0016, 0.0000, 0.0003, 0.0001, 0.0000]}



{"formula": "C5H20ClN10O5", "method": "the ωB97M-V functional and the def2-TZVPD basis", "relative_energy_ev": 1.216, "charge": -1, "total_energy_ha": -1586.78679, "lumo_energy_ha": 0.1022, "symbols": ["Cl", "C", "O", "N", "N", "H", "H", "H", "H", "C", "O", "N", "N", "H", "H", "H", "H", "C", "O", "N", "N", "H", "H", "H", "H", "C", "O", "N", "N", "H", "H", "H", "H", "C", "O", "N", "N", "H", "H", "H", "H"], "xyz": [[0.7604, -0.1854, -0.4071], [1.1336, 0.5480, 4.0733], [2.2504, 0.0613, 4.0064], [0.4107, 0.8848, 2.9707], [0.4514, 0.6924, 5.2678], [0.7854, 0.5719, 2.0859], [-0.3676, 1.5149, 2.9116], [-0.5313, 0.8773, 5.1871], [0.9096, 0.6674, 6.1555], [1.8179, 0.8326, -4.2575], [2.7868, 0.2215, -3.8453], [1.7441, 1.2597, -5.5758], [0.7324, 1.1140, -3.4887], [2.6157, 1.4630, -6.0228], [0.8598, 1.4596, -6.0004], [0.7266, 0.8222, -2.5124], [-0.0681, 1.6004, -3.8449], [-0.4894, -4.2344, 1.4104], [-1.6789, -4.3033, 1.1631], [0.1948, -3.0619, 1.5279], [0.2672, -5.3657, 1.6461], [-0.1970, -2.2045, 1.1748], [1.1231, -3.0698, 1.9071], [-0.1305, -6.2637, 1.4557], [1.2538, -5.2830, 1.8065], [0.2833, 4.2132, 0.4855], [-0.9093, 4.4803, 0.4638], [1.2155, 5.1724, 0.8263], [0.8060, 2.9867, 0.2113], [2.1939, 4.9808, 0.9353], [0.8764, 6.0865, 1.0529], [1.7300, 2.7976, 0.5564], [0.1977, 2.2274, -0.0556], [-3.2867, -2.1286, -1.6505], [-3.9869, -3.1209, -1.7413], [-3.7721, -0.8420, -1.6503], [-1.9233, -2.1987, -1.5771], [-3.2303, -0.0741, -1.9952], [-4.7432, -0.7367, -1.4291], [-1.3292, -1.4176, -1.3449], [-1.4827, -3.0456, -1.8824]], "mulliken_charge": [-0.8621, 0.6004, -0.6394, -0.2414, -0.3881, 0.0652, 0.1852, 0.1701, 0.2040, 0.6139, -0.6127, -0.4102, -0.2094, 0.2035, 0.1678, 0.0392, 0.1557, 0.6081, -0.6109, -0.2072, -0.4133, 0.1131, 0.1303, 0.2142, 0.1598, 0.6201, -0.6687, -0.3882, -0.2553, 0.1655, 0.2078, 0.1696, 0.1227, 0.5594, -0.6538, -0.3729, -0.2111, 0.1872, 0.1951, 0.1256, 0.1613]}



{"formula": "C5H20ClN10O9", "method": "the ωB97M-V functional and the def2-TZVPD basis", "relative_energy_ev": 5.336, "charge": -1, "total_energy_ha": -1887.30833, "lumo_energy_ha": 0.0697, "symbols": ["Cl", "O", "O", "O", "O", "C", "O", "N", "N", "H", "H", "H", "H", "C", "O", "N", "N", "H", "H", "H", "H", "C", "O", "N", "N", "H", "H", "H", "H", "C", "O", "N", "N", "H", "H", "H", "H", "C", "O", "N", "N", "H", "H", "H", "H"], "xyz": [[1.1999, -0.3774, 0.6163], [0.7147, 0.8146, 1.1845], [0.0893, -1.0834, 0.0009], [2.1374, -0.1382, -0.4535], [1.8091, -1.1124, 1.6692], [-4.9123, -1.6968, -5.3402], [-5.4529, -1.5716, -6.4778], [-4.1150, -0.9190, -4.7869], [-5.1246, -2.6360, -4.5618], [-3.7979, -0.0604, -5.2140], [-3.6865, -1.1221, -3.8952], [-5.8953, -3.2351, -4.8212], [-4.7315, -2.5678, -3.6339], [1.2587, -3.1581, -7.5855], [1.6063, -4.2413, -7.1253], [0.8836, -2.8180, -8.8144], [1.4495, -1.9964, -6.9460], [0.8835, -3.4563, -9.5972], [0.6234, -1.8559, -8.9780], [1.3815, -1.1270, -7.4554], [1.8076, -1.9483, -6.0028], [-2.7705, 3.1561, 6.9789], [-3.2751, 3.3274, 8.0539], [-1.6694, 2.5839, 6.7933], [-3.4003, 3.6043, 5.9057], [-1.2541, 2.2469, 7.6501], [-1.2537, 2.6367, 5.8743], [-4.2418, 4.1283, 6.0994], [-3.0142, 3.4438, 4.9864], [-2.9436, -4.2127, 7.4288], [-3.3512, -5.3248, 7.1937], [-1.8010, -3.6511, 7.0176], [-3.5252, -3.2790, 8.0969], [-1.3647, -2.8647, 7.4774], [-1.2614, -4.3217, 6.4894], [-4.3630, -3.4762, 8.6254], [-2.9578, -2.4438, 8.1198], [8.4161, 5.3209, -1.9788], [9.4307, 5.7684, -2.3707], [8.1021, 4.0579, -2.2306], [7.5850, 5.9744, -1.2460], [7.4781, 3.5275, -1.6396], [8.7231, 3.6222, -2.8975], [6.6839, 5.5538, -1.0693], [7.8996, 6.9284, -1.1403]], "mulliken_charge": [1.6039, -0.6416, -0.6623, -0.6575, -0.6432, 0.6781, -0.7329, -0.3477, -0.3537, 0.2033, 0.1433, 0.2285, 0.1809, 0.6743, -0.6296, -0.3585, -0.3884, 0.1960, 0.1653, 0.1365, 0.2048, 0.6816, -0.6820, -0.3760, -0.4261, 0.2309, 0.1913, 0.2110, 0.1698, 0.6217, -0.6332, -0.4335, -0.3286, 0.1873, 0.2142, 0.2059, 0.1660, 0.6223, -0.6303, -0.4352, -0.4136, 0.1975, 0.2130, 0.2085, 0.2377]}



{"formula": "C5H20CuN12O11", "method": "the ωB97M-V functional and the def2-TZVPD basis", "relative_energy_ev": 10.404, "total_energy_ha": -3327.29343, "multiplicity": 2, "s2": 0.78, "lumo_energy_ha": [-0.1096, -0.1674], "symbols": ["Cu", "N", "O", "O", "O", "N", "O", "O", "O", "C", "O", "N", "N", "H", "H", "H", "H", "C", "O", "N", "N", "H", "H", "H", "H", "C", "O", "N", "N", "H", "H", "H", "H", "C", "O", "N", "N", "H", "H", "H", "H", "C", "O", "N", "N", "H", "H", "H", "H"], "xyz": [[0.3566, 0.5180, 0.1023], [-1.8021, -4.2212, 1.7502], [-2.7062, -4.6933, 1.0729], [-1.5374, -3.0344, 1.7673], [-1.0306, -5.0732, 2.2151], [2.8114, 4.4061, -2.9937], [3.9687, 4.8530, -3.0906], [1.9019, 4.7159, -3.6882], [2.6112, 3.4939, -2.1358], [-5.1102, 0.4705, -2.2936], [-4.0145, 0.8938, -1.8263], [-5.9483, 1.1403, -3.1373], [-5.6876, -0.7068, -2.0210], [-5.5930, 1.9177, -3.6754], [-6.8654, 0.7561, -3.3150], [-5.1229, -1.3133, -1.4437], [-6.5235, -0.9768, -2.5195], [1.5307, 0.0350, 5.5968], [1.6767, 0.2659, 4.3726], [2.3823, -0.4797, 6.4050], [0.4564, 0.3257, 6.2810], [3.2276, -0.9507, 6.1155], [2.0198, -0.7280, 7.3144], [0.2625, 0.1666, 7.2594], [-0.2484, 0.7858, 5.7229], [0.7899, -2.0677, -4.9154], [0.2753, -1.8509, -3.8054], [1.1185, -1.2327, -5.9188], [0.9808, -3.2122, -5.2727], [1.4299, -1.5378, -6.8298], [1.0490, -0.2279, -5.8438], [1.3253, -3.3921, -6.2050], [0.3774, -3.7761, -4.6914], [-2.0689, 5.9854, 1.3503], [-1.5361, 4.8882, 1.5162], [-2.4956, 6.7756, 2.2920], [-2.3231, 6.4677, 0.1502], [-2.6888, 7.6769, 1.8790], [-2.4158, 6.5681, 3.2772], [-2.9245, 7.2457, -0.0803], [-2.1694, 5.8028, -0.5943], [4.6167, -4.1812, 1.1402], [3.8160, -3.2980, 0.6785], [4.3327, -5.3863, 1.5728], [5.9882, -4.0787, 1.0224], [5.0319, -6.0599, 1.8512], [3.3459, -5.5624, 1.6965], [6.6279, -4.8384, 1.2060], [6.5013, -3.2750, 0.6893]], "lowdin_spin": [-0.0255, -0.0267, 0.2348, 0.1134, 0.2768, -0.0198, 0.1330, 0.0880, 0.2276, 0.0000, -0.0003, 0.0000, 0.0000, 0.0000, 0.0000, 0.0000, 0.0000, 0.0000, -0.0003, 0.0000, 0.0000, 0.0000, 0.0000, 0.0000, 0.0000, 0.0000, -0.0004, 0.0000, 0.0000, 0.0000, 0.0000, 0.0000, 0.0000, 0.0000, -0.0003, 0.0000, 0.0000, 0.0000, 0.0000, 0.0000, 0.0000, 0.0000, -0.0001, 0.0000, 0.0000, 0.0000, 0.0000, 0.0000, 0.0000]}



{"formula": "C5H20N11NiO8", "method": "the ωB97M-V functional and the def2-TZVPD basis", "charge": 2, "total_energy_ha": -2914.55161, "multiplicity": 4, "s2": 3.76, "lumo_energy_ha": [-0.2322, -0.3797], "symbols": ["Ni", "N", "O", "O", "O", "C", "O", "N", "N", "H", "H", "H", "H", "C", "O", "N", "N", "H", "H", "H", "H", "C", "O", "N", "N", "H", "H", "H", "H", "C", "O", "N", "N", "H", "H", "H", "H", "C", "O", "N", "N", "H", "H", "H", "H"], "xyz": [[0.0986, -0.1661, -0.0514], [-0.5791, -2.5134, 1.9409], [-1.6398, -3.1244, 1.9090], [-0.1441, -1.9492, 0.9091], [0.1333, -2.6535, 2.8950], [-1.5145, -1.4843, -2.4845], [-0.6668, -0.9660, -1.7202], [-2.7527, -1.3394, -2.3492], [-1.3086, -2.1786, -3.5528], [-3.2710, -1.5906, -3.1789], [-3.2006, -0.8942, -1.5609], [-0.4202, -1.8964, -3.9417], [-1.5281, -3.1595, -3.6519], [0.1025, 2.6857, -1.0507], [0.3972, 1.5530, -0.9430], [-0.1276, 3.3294, 0.0759], [-0.2900, 3.4770, -2.0427], [-0.3728, 4.3091, 0.0612], [0.0089, 2.8866, 0.9733], [-0.2729, 3.0600, -2.9624], [-0.9167, 4.2574, -1.9075], [-2.7576, 0.9258, 1.3702], [-1.7690, 0.7108, 0.6843], [-3.5734, -0.0679, 1.7881], [-3.1580, 2.1007, 1.7202], [-3.3380, -1.0353, 1.6190], [-4.4047, 0.1385, 2.3233], [-4.1275, 2.2948, 1.9265], [-2.5765, 2.8400, 1.3523], [1.8117, 0.6035, 2.4719], [0.8076, 0.6095, 1.6910], [2.9385, -0.0601, 2.1252], [2.0014, 1.2246, 3.6068], [3.1208, -0.3071, 1.1630], [3.6227, -0.2334, 2.8476], [2.8615, 1.0602, 4.1101], [1.1761, 1.6802, 3.9692], [2.7589, -1.5062, -1.3069], [1.8718, -0.8956, -0.7133], [3.7848, -0.9618, -1.9215], [2.8805, -2.8022, -1.4139], [4.5628, -1.4874, -2.2936], [3.8099, 0.0477, -1.9414], [3.7184, -3.2495, -1.7573], [2.2425, -3.2721, -0.7876]], "lowdin_spin": [1.8359, -0.0393, 0.4139, 0.2723, 0.3680, 0.0040, 0.0247, -0.0005, 0.0010, 0.0000, 0.0000, 0.0001, 0.0001, 0.0065, 0.0255, 0.0009, 0.0012, 0.0000, 0.0000, 0.0000, 0.0003, 0.0027, 0.0201, -0.0006, 0.0005, -0.0004, 0.0000, 0.0001, 0.0001, 0.0042, 0.0290, -0.0005, 0.0012, -0.0001, 0.0000, 0.0003, 0.0000, 0.0042, 0.0242, 0.0004, -0.0003, 0.0001, 0.0000, 0.0000, 0.0000]}



{"formula": "C5H20N11O8V", "method": "the ωB97M-V functional and the def2-TZVPD basis", "relative_energy_ev": 2.618, "charge": 1, "total_energy_ha": -2350.66060, "multiplicity": 4, "s2": 3.75, "lumo_energy_ha": [-0.0753, -0.0756], "symbols": ["V", "N", "O", "O", "O", "C", "O", "N", "N", "H", "H", "H", "H", "C", "O", "N", "N", "H", "H", "H", "H", "C", "O", "N", "N", "H", "H", "H", "H", "C", "O", "N", "N", "H", "H", "H", "H", "C", "O", "N", "N", "H", "H", "H", "H"], "xyz": [[14.2316, -0.4358, -26.3276], [11.0144, -1.5491, -26.1768], [10.4193, -1.4838, -27.2724], [12.2618, -1.3827, -26.1332], [10.4604, -1.7601, -25.1716], [14.6496, -2.8274, -28.7146], [14.8322, -1.9233, -27.9614], [14.7915, -4.0538, -28.4227], [14.2574, -2.8153, -30.0007], [14.4612, -4.7153, -29.1107], [15.0626, -4.3670, -27.5015], [13.9193, -3.6594, -30.4403], [14.0600, -1.8934, -30.3629], [13.5690, -0.3471, -23.1197], [14.1255, -0.3890, -24.1987], [14.1980, -0.0449, -22.0071], [12.2711, -0.5060, -23.0479], [13.7315, 0.2218, -21.1519], [15.1696, 0.1505, -22.2020], [11.9137, -0.2897, -22.1284], [11.8175, -1.0488, -23.7688], [15.3956, 2.8220, -26.7360], [15.0308, 1.6601, -26.5479], [14.6268, 3.9011, -26.8512], [16.6606, 3.1891, -26.8532], [13.6325, 3.7402, -26.7767], [15.0418, 4.8146, -26.9670], [16.9387, 4.1601, -26.8618], [17.3669, 2.4685, -26.8977], [12.3080, 0.8383, -29.1346], [13.2111, 0.4800, -28.3908], [12.0761, 2.1097, -29.4758], [11.1959, 0.2079, -29.4602], [12.8166, 2.7751, -29.3054], [11.1829, 2.4212, -29.8295], [10.5818, 0.6807, -30.1079], [11.0541, -0.7874, -29.3630], [17.4939, -1.0141, -25.7080], [16.3099, -0.7972, -25.8842], [18.4454, -1.3489, -26.5514], [17.9024, -1.0904, -24.4687], [18.2248, -1.4304, -27.5337], [19.3652, -1.4598, -26.1491], [17.3706, -0.8474, -23.6451], [18.7382, -1.6137, -24.2503]], "lowdin_spin": [2.8111, 0.0034, 0.0024, 0.0219, 0.0015, 0.0045, 0.0201, 0.0013, 0.0012, 0.0001, 0.0001, 0.0002, 0.0000, 0.0067, 0.0264, 0.0035, 0.0034, 0.0002, 0.0002, 0.0003, 0.0003, 0.0046, 0.0227, 0.0025, 0.0024, 0.0001, 0.0002, 0.0002, 0.0001, 0.0036, 0.0187, 0.0008, 0.0012, 0.0000, 0.0001, 0.0001, 0.0000, 0.0060, 0.0200, 0.0034, 0.0033, 0.0001, 0.0003, 0.0002, 0.0003]}



{"formula": "C5H20N4O5", "method": "the ωB97M-V functional and the def2-TZVPD basis", "relative_energy_ev": 1.205, "smiles": "NC(N)=O.NC(N)=O.CO.CO.CO", "total_energy_ha": -797.71371, "lumo_energy_ha": 0.0133, "symbols": ["N", "C", "N", "O", "H", "H", "H", "H", "N", "C", "N", "O", "H", "H", "H", "H", "C", "O", "H", "H", "H", "H", "C", "O", "H", "H", "H", "H", "C", "O", "H", "H", "H", "H"], "xyz": [[7.4422, -6.3529, 16.3671], [6.6078, -5.4322, 16.8555], [6.8772, -4.3078, 16.2982], [5.8043, -5.6486, 17.7599], [8.1454, -6.2361, 15.6516], [7.4214, -7.2215, 16.8820], [7.4388, -4.2742, 15.4594], [6.2011, -3.5981, 16.5416], [6.0990, -3.6321, 19.9109], [5.9836, -2.6414, 19.0397], [6.7541, -1.6584, 19.3302], [5.1525, -2.5634, 18.1238], [5.7628, -4.5421, 19.6297], [6.5781, -3.4386, 20.7787], [6.8693, -0.9240, 18.6465], [7.4751, -1.9206, 19.9872], [7.0009, -8.2218, 12.9759], [6.3910, -7.0980, 12.4148], [7.8855, -7.9386, 13.5463], [6.4016, -8.8281, 13.6551], [7.2308, -8.8295, 12.1008], [6.1292, -6.5208, 13.1358], [10.0141, -4.2649, 14.3480], [8.9979, -5.0791, 13.7950], [10.8862, -4.8662, 14.6049], [10.5904, -3.6095, 13.6950], [9.5820, -3.9628, 15.3020], [9.3725, -5.7384, 13.2064], [3.7454, -7.9603, 19.4880], [5.0944, -7.6456, 19.7301], [3.4787, -8.9760, 19.7800], [3.1743, -7.2919, 20.1324], [3.5417, -7.7847, 18.4316], [5.1766, -6.8469, 19.2039]], "mulliken_charge": [-0.2866, 0.5075, -0.1879, -0.7773, 0.1330, 0.1977, 0.1232, 0.2265, -0.3445, 0.7206, -0.4723, -0.7286, 0.2718, 0.1591, 0.2387, 0.1621, -0.4693, -0.4947, 0.1318, 0.2559, 0.2697, 0.2974, -0.6572, -0.4766, 0.2680, 0.3005, 0.2668, 0.2863, -0.5914, -0.5076, 0.2361, 0.2252, 0.2672, 0.4489]}